Entry 1:
A molecular structure, C6H8N3S in a non-equilibrium geometry, computed with the ωB97M-V functional and the def2-TZVPD basis.

```
18
C6H8N3S, DFT the ωB97M-V functional and the def2-TZVPD basis
S 2.39 1.32 -0.92
N 1.17 -1.04 -0.21
N 3.47 -0.86 0.10
N -3.41 0.04 -0.47
C 3.07 -1.94 0.66
C 0.77 1.84 -0.66
C -0.26 1.68 0.11
C -1.46 1.67 0.58
C 2.30 -0.30 -0.32
C 1.59 -2.09 0.38
H -4.17 0.21 -1.19
H 0.59 2.73 -1.30
H -2.73 -0.77 -0.83
H -2.31 1.14 0.12
H 3.65 -2.63 1.24
H -3.85 -0.15 0.46
H -1.84 2.04 1.63
H 1.03 -2.89 0.62
```

Properties
Orbital gap (spin up / spin down), eV: 8.991 / 5.913
HOMO level (spin up / spin down), Eh: -0.4569 / -0.5085
LUMO (spin up / spin down), Ha: -0.126 / -0.291
ΔE to the lowest compared entry with this formula, charge and spin, kJ/mol: 13.7
2S+1: 3
Charge: +1

Entry 2:
A molecular structure, C20H13Br4GaN2O5 in a non-equilibrium geometry, computed with the ωB97M-V functional and the def2-TZVPD basis.

```
45
C20H13Br4GaN2O5, DFT the ωB97M-V functional and the def2-TZVPD basis
Br -0.34 -5.96 3.51
Br 1.22 -5.24 0.64
Br -2.13 -3.58 4.99
Br -3.03 -0.95 3.03
Ga 0.17 -0.39 -0.60
O -0.74 -0.98 -2.17
O -0.51 1.40 -0.81
O 0.75 -2.29 -0.16
O 5.70 0.92 2.54
O -1.01 -0.66 0.78
N 5.11 3.14 2.76
N 1.98 0.39 -0.41
C -2.64 -1.17 -3.61
C -3.98 -0.85 -3.88
C -2.47 0.69 -2.02
C 0.09 -2.65 0.91
C -0.89 -1.81 1.47
C -2.14 3.08 -1.35
C 5.01 1.90 2.21
C 2.96 -0.38 0.21
C 2.06 1.71 -0.23
C -1.32 -3.31 3.30
C 3.85 0.21 1.04
C -3.79 1.01 -2.35
C -1.89 -0.50 -2.63
C -4.51 0.27 -3.21
C -1.63 -2.16 2.59
C 0.20 -3.93 1.52
C -0.42 -4.23 2.70
C 3.00 2.36 0.56
C 3.85 1.58 1.27
C -1.71 1.65 -1.25
H -2.20 -1.99 -4.18
H 2.90 3.44 0.73
H 1.41 2.33 -0.87
H -4.46 -1.47 -4.64
H -5.50 0.58 -3.48
H 4.59 3.89 2.32
H 6.00 3.46 3.17
H -2.55 3.41 -2.33
H -1.27 3.75 -1.23
H -4.28 1.85 -1.83
H 2.97 -1.43 -0.06
H -2.94 3.37 -0.56
H 4.55 -0.44 1.58
```

Properties
Orbital gap, eV: 5.527
HOMO level, Eh: -0.2576
LUMO, Ha: -0.055
Charge: 0

Entry 3:
A single C5H6O molecule in a non-equilibrium geometry, computed with the ωB97M-V functional and the def2-TZVPD basis.

```
12
C5H6O, DFT the ωB97M-V functional and the def2-TZVPD basis
O 1.31 -0.80 -2.01
C 0.14 -0.25 0.03
C 0.09 1.70 1.80
C 1.33 -0.32 -0.91
C -1.20 -0.59 -0.66
C 0.12 0.90 0.91
H -1.65 0.26 -1.21
H 0.11 2.11 2.77
H 2.27 0.03 -0.43
H -1.06 -1.41 -1.38
H 0.46 -0.72 0.99
H -1.91 -0.89 0.10
```

Properties
Orbital gap, eV: 10.611
HOMO level, Eh: -0.3603
LUMO, Ha: 0.030
ΔE to the lowest compared entry with this formula, charge and spin, kJ/mol: 257.8
Charge: 0

Entry 4:
2 unconnected molecules or ions with the total composition C3H4F3NO in a non-equilibrium geometry, computed with the ωB97M-V functional and the def2-TZVPD basis.

```
12
C3H4F3NO, DFT the ωB97M-V functional and the def2-TZVPD basis
F 3.33 -0.16 -0.03
F 1.69 0.83 1.00
F 1.74 0.82 -1.14
O -2.54 -1.45 -0.12
N -1.65 -0.78 0.30
C 1.99 0.04 -0.05
C -1.77 0.65 0.26
C 1.41 -1.31 0.02
H -0.87 1.09 0.67
H -2.64 0.98 0.84
H -1.94 1.00 -0.76
H 1.25 -1.70 -0.99
```

Properties
Orbital gap (spin up / spin down), eV: 7.579 / 7.526
HOMO level (spin up / spin down), Eh: -0.3464 / -0.3452
LUMO (spin up / spin down), Ha: -0.068 / -0.069
ΔE to the lowest compared entry with this formula, charge and spin, kJ/mol: 611.6
Charge: 0

Entry 5:
A molecular structure, C20H26PRhS6 in a non-equilibrium geometry, computed with the ωB97M-V functional and the def2-TZVPD basis.

```
54
C20H26PRhS6, DFT the ωB97M-V functional and the def2-TZVPD basis
Rh -0.73 -1.29 -0.69
S 0.65 -2.68 -2.00
S -0.06 0.97 -0.34
S -1.74 -0.70 -2.72
S -2.81 -2.20 -0.07
S 0.09 -2.44 1.17
S 2.70 0.29 1.20
P 1.40 1.78 0.86
C -0.26 3.47 2.22
C 2.17 3.15 0.00
C 2.44 4.61 -1.89
C -1.09 -1.95 -3.90
C 3.42 5.31 -1.19
C 1.81 3.52 -1.29
C -0.52 -3.21 -3.27
C -3.46 -1.23 -2.48
C 3.15 3.86 0.70
C -2.32 -3.83 0.55
C 0.67 2.43 2.35
C -3.64 -2.50 -1.66
C -0.82 4.03 3.36
C -1.29 -3.57 1.63
C 0.93 -4.11 -0.93
C -0.45 3.55 4.62
C 1.31 -3.58 0.43
C 3.78 4.93 0.10
C 0.47 2.52 4.74
C 1.03 1.95 3.60
H -3.93 -1.33 -3.46
H 0.03 -4.73 -0.91
H -1.75 -3.08 2.49
H 2.22 -2.98 0.38
H -1.28 -3.84 -2.81
H 0.00 -3.80 -4.03
H -0.32 -1.42 -4.45
H 1.75 1.14 3.69
H -1.89 -2.18 -4.60
H 3.42 3.57 1.71
H -0.53 3.85 1.25
H 3.91 6.15 -1.66
H 1.48 -4.38 1.15
H -4.70 -2.69 -1.48
H 0.76 2.16 5.72
H -1.94 -4.43 -0.27
H -0.84 -4.50 1.99
H 4.54 5.48 0.63
H -1.53 4.83 3.27
H -3.21 -3.38 -2.14
H -3.94 -0.38 -1.98
H -3.19 -4.33 0.99
H 1.75 -4.70 -1.35
H 2.17 4.91 -2.89
H 1.05 2.97 -1.83
H -0.88 4.00 5.50
```

Properties
Orbital gap (spin up / spin down), eV: 4.506 / 4.512
HOMO level (spin up / spin down), Eh: -0.4866 / -0.4872
LUMO (spin up / spin down), Ha: -0.321 / -0.321
ΔE to the lowest compared entry with this formula, charge and spin, kJ/mol: 66.7
Charge: +2

Entry 6:
A single C5H9NO2 molecule in a non-equilibrium geometry, computed with the ωB97M-V functional and the def2-TZVPD basis.

```
17
C5H9NO2, DFT the ωB97M-V functional and the def2-TZVPD basis
O 1.61 1.50 0.27
O -0.42 2.19 -0.65
N -1.13 -1.11 2.22
C -1.39 -0.44 1.24
C 1.24 -1.13 -0.68
C 0.14 -0.10 -0.67
C -1.22 -0.57 -0.63
C 0.32 1.16 -0.10
H -1.96 0.16 -0.92
H 1.01 -1.91 -1.40
H 2.20 -0.69 -0.92
H -1.16 0.82 1.06
H 1.33 -1.61 0.30
H -0.23 3.02 -0.20
H -1.42 -1.58 -0.98
H 1.88 2.36 -0.08
H -0.80 -2.07 2.14
```

Properties
Orbital gap, eV: 8.179
HOMO level, Eh: -0.2849
LUMO, Ha: 0.016
ΔE to the lowest compared entry with this formula, charge and spin, kJ/mol: 446.9
Charge: 0